Record 1
Computed, not measured: C38H76O51S9 as an isolated structure at a distorted geometry, with ωB97M-V/def2-TZVPD.

Each line ends with the Löwdin charge.
CARTESIAN COORDINATES (ANGSTROEM)
1 S 15.74639 11.65333 -9.59120  0.628
2 S 16.44439 7.06415 -4.88323  0.630
3 S 24.94766 6.41544 -8.28157  0.610
4 S 22.24460 7.02510 -15.56020  0.640
5 S 22.78111 10.67392 -3.27970  0.642
6 S 21.09756 4.80572 -2.76320  0.646
7 S 19.07476 4.45878 -8.04032  0.653
8 S 21.52085 1.77967 -13.21982  0.656
9 S 18.54423 10.35885 -3.41250  0.632
10 O 21.22194 2.49578 -14.65462  -0.183
11 O 21.70998 10.62669 -2.34631  -0.201
12 O 16.91274 11.65638 -10.41583  -0.229
13 O 15.16322 6.92043 -5.85132  -0.196
14 O 17.15520 10.23069 -3.71239  -0.221
15 O 18.66565 11.15443 -18.40291  0.142
16 O 23.34170 9.45873 -3.77269  -0.217
17 O 22.76581 8.28098 -14.65334  -0.212
18 O 20.93330 7.25801 -16.05334  -0.197
19 O 19.51916 9.07694 -18.70652  0.003
20 O 20.11936 14.74999 -9.08541  0.042
21 O 22.89324 1.41844 -13.15665  -0.213
22 O 19.20346 8.86036 -3.52943  -0.208
23 O 19.02160 15.89892 -7.47347  0.135
24 O 19.26467 9.80087 -16.71400  0.013
25 O 15.02489 10.22542 -9.54875  -0.189
26 O 24.10293 10.76519 -9.72527  0.032
27 O 24.07388 7.24836 -9.31140  -0.203
28 O 14.78491 12.69132 -9.76617  -0.215
29 O 22.82194 11.70255 -11.17334  0.000
30 O 21.43920 3.65506 -3.54354  -0.213
31 O 26.33414 7.09447 -8.76408  -0.187
32 O 19.29894 11.43851 -3.94324  -0.217
33 O 18.18614 3.36880 -8.33187  -0.230
34 O 23.96833 11.61722 -2.72464  -0.176
35 O 20.46363 0.83686 -12.95655  -0.228
36 O 21.40223 7.53479 -10.27066  -0.023
37 O 16.53500 5.77765 -12.10042  0.026
38 O 20.31181 3.79522 -7.17488  -0.190
39 O 24.65107 6.74663 -6.92371  -0.214
40 O 18.53547 5.59922 -7.35400  -0.227
41 O 23.32389 7.25451 -16.73241  -0.187
42 O 22.52929 5.83327 -14.81733  -0.224
43 O 22.43278 11.68722 -4.48968  -0.215
44 O 18.75231 10.39015 -1.81770  -0.195
45 O 19.74535 8.98252 -9.77972  0.146
46 O 22.42216 5.60104 -2.26861  -0.191
47 O 20.18263 4.70372 -1.67516  -0.217
48 O 16.20202 11.56167 -8.03055  -0.190
49 O 18.40820 6.44269 -13.16726  0.107
50 O 24.94542 5.03885 -8.66243  -0.221
51 O 19.68522 16.82632 -9.41046  0.008
52 O 20.90588 7.76390 -8.23153  0.041
53 O 20.62102 6.03504 -3.71064  -0.198
54 O 21.26454 3.13074 -12.36547  -0.213
55 O 16.44789 6.10898 -14.21273  0.058
56 O 23.44206 12.87384 -9.34711  0.136
57 O 19.98140 4.89901 -9.29708  -0.204
58 O 16.49994 5.44952 -4.71462  -0.183
59 O 17.56399 7.59912 -5.56814  -0.219
60 O 16.05618 7.64731 -3.64605  -0.205
61 C 17.98591 5.72791 -16.15947  -0.059
62 C 17.22755 6.16312 -13.14897  -0.604
63 C 16.53735 10.21209 -7.70979  -0.147
64 C 20.24476 13.60684 -8.23593  -0.198
65 C 20.13190 8.27266 -7.14253  -0.187
66 C 15.33096 5.77654 -6.68375  -0.180
67 C 17.08276 5.87664 -10.78642  -0.005
68 C 21.78525 6.54852 -4.32042  -0.193
69 C 24.93955 10.65070 -8.58101  -0.188
70 C 23.59937 12.97284 -2.82590  -0.159
71 C 19.54049 9.24600 -20.10712  -0.057
72 C 20.47302 9.73819 -6.84772  -0.030
73 C 20.28596 3.54648 -14.47666  -0.176
74 C 19.53138 15.81732 -8.56113  -0.605
75 C 19.44879 8.27615 -2.27010  -0.192
76 C 20.60543 8.21511 -9.43714  -0.600
77 C 21.41694 7.88705 -11.63823  -0.040
78 C 22.20054 12.90060 -11.67221  -0.007
79 C 24.73781 7.29089 -10.56123  -0.161
80 C 19.12249 10.12824 -17.99132  -0.621
81 C 21.18769 4.13002 -9.34065  -0.133
82 C 24.49992 7.95600 -16.26403  -0.125
83 C 22.78234 13.01396 -4.13248  -0.177
84 C 19.43155 10.26363 -14.38273  -0.054
85 C 26.21736 7.50272 -10.13591  -0.149
86 C 20.26509 3.93545 -12.98529  -0.161
87 C 21.20979 13.82402 -7.09398  -0.057
88 C 21.56652 3.87011 -7.87582  -0.133
89 C 23.43964 11.87146 -10.00885  -0.615
90 C 16.97181 6.58671 -15.45920  -0.188
91 C 15.81466 4.71296 -5.73035  -0.146
92 C 18.61185 9.08276 -1.28008  -0.148
93 C 24.20635 10.69312 -7.24919  -0.033
94 C 15.81373 9.33252 -8.74905  -0.140
95 C 24.14826 8.52014 -14.89260  -0.171
96 C 18.92200 10.78003 -15.71852  -0.187
97 C 23.00266 6.27014 -3.39998  -0.131
98 C 19.02875 18.04472 -9.16319  -0.056
99 H 19.62317 10.05850 -6.23462  0.068
100 H 24.70329 8.02964 -14.08530  0.121
101 H 21.93888 4.84757 -9.66968  0.128
102 H 17.55412 8.82320 -1.39131  0.128
103 H 21.86020 13.60178 -4.06638  0.132
104 H 16.54586 4.05087 -6.19053  0.116
105 H 24.66219 8.77289 -16.96282  0.132
106 H 19.26675 3.76568 -12.58670  0.127
107 H 25.70583 11.43336 -8.62424  0.133
108 H 22.16185 14.16508 -7.51404  0.081
109 H 18.17642 6.09644 -17.16759  0.088
110 H 20.51929 10.21516 -14.32583  0.067
111 H 21.54516 13.33012 -10.91572  0.081
112 H 19.09750 9.22903 -14.24946  0.066
113 H 18.94513 8.93171 -0.25932  0.141
114 H 20.62926 12.80351 -8.86416  0.104
115 H 22.99839 13.60692 -11.89746  0.103
116 H 21.60930 8.94903 -11.79658  0.098
117 H 24.42668 8.23055 -11.01547  0.125
118 H 19.15946 18.41793 -8.14486  0.095
119 H 26.95764 7.10439 -10.82963  0.132
120 H 20.56020 10.41347 -7.69524  0.075
121 H 19.02197 10.83390 -13.55057  0.084
122 H 17.80459 4.65226 -16.13357  0.083
123 H 24.56053 6.44288 -11.21817  0.134
124 H 18.00539 5.33076 -10.61242  0.070
125 H 17.30240 6.94898 -10.73170  0.097
126 H 23.18109 10.33547 -7.33232  0.070
127 H 21.71593 7.59578 -4.61786  0.106
128 H 14.99605 4.13208 -5.30882  0.136
129 H 21.11044 3.22992 -9.93727  0.124
130 H 16.36726 9.98887 -6.66022  0.124
131 H 14.42568 5.53796 -7.23625  0.140
132 H 17.61043 10.16004 -7.91787  0.113
133 H 18.57072 9.44346 -20.56747  0.098
134 H 19.91412 8.31122 -20.51985  0.093
135 H 18.97673 5.81211 -15.70613  0.033
136 H 20.49270 8.40909 -1.98300  0.122
137 H 24.46226 13.61888 -2.98116  0.133
138 H 20.53802 4.97922 -12.85808  0.111
139 H 15.21432 8.50430 -8.38477  0.123
140 H 21.97666 6.10140 -5.30458  0.116
141 H 20.83414 14.49293 -6.32348  0.080
142 H 16.56604 8.93653 -9.43700  0.111
143 H 24.32451 9.58222 -14.73308  0.134
144 H 25.30224 7.22583 -16.28704  0.134
145 H 21.55932 12.90380 -6.61801  0.058
146 H 26.46068 8.56619 -10.10948  0.109
147 H 24.09988 11.71918 -6.89359  0.069
148 H 20.56316 4.37615 -15.11561  0.096
149 H 23.40111 7.21234 -3.04027  0.107
150 H 22.11280 4.67334 -7.37592  0.114
151 H 16.15513 6.84874 -16.12841  0.126
152 H 17.96542 18.00400 -9.39301  0.100
153 H 19.26146 13.25414 -7.92136  0.130
154 H 23.07275 13.34234 -1.94629  0.134
155 H 16.08049 6.06797 -7.42706  0.099
156 H 24.77510 10.14716 -6.49803  0.087
157 H 20.24947 7.70131 -6.22905  0.101
158 H 21.31522 9.87944 -6.16830  0.057
159 H 19.49891 11.66823 -15.97423  0.127
160 H 17.84151 10.89423 -15.68547  0.132
161 H 22.16198 7.26013 -12.12630  0.077
162 H 19.13670 7.23921 -2.20017  0.123
163 H 17.41105 7.55645 -15.20275  0.116
164 H 19.09021 8.17636 -7.44215  0.093
165 H 16.35926 5.65903 -10.00760  0.093
166 H 23.72213 5.62792 -3.89989  0.130
167 H 21.60750 12.66109 -12.54786  0.091
168 H 25.54523 9.75895 -8.72289  0.092
169 H 20.48626 7.65116 -12.16479  0.086
170 H 19.30746 3.12456 -14.71682  0.128
171 H 23.25564 13.52031 -4.97672  0.123
172 H 22.13352 2.95662 -7.70795  0.141
173 H 19.50758 18.80905 -9.77378  0.092
174 H 20.20189 10.05192 -20.43090  0.098

Calculated values
Charge ... 0
Gap between HOMO and LUMO ... 10.25 eV
Max |F| ... 2.57 eV/Å
HOMO level ... -10.6 eV
Energy relative to the best compared isomer or geometry (same formula, charge and spin) ... 0.0 kcal/mol
E ... -242569.9182 eV

=====

Record 2
Computed, not measured: a 13-piece molecular cluster, C38H77Cl2F5N3O15 overall at a distorted geometry, with ωB97M-V/def2-TZVPD.

Each line ends with the Löwdin charge.
CARTESIAN COORDINATES (ANGSTROEM)
1 Cl 1.86119 -0.92805 1.29988  0.740
2 Cl 2.83449 0.76229 -0.65432  0.700
3 F 0.16336 -1.01827 -0.96740  -0.025
4 F -3.76417 -5.05428 -0.97143  0.048
5 F -2.88317 -6.64585 0.40039  0.070
6 F -1.62015 -5.75185 -1.39916  0.091
7 F -1.69091 0.14119 -0.29863  0.061
8 O -4.48875 1.40773 4.82641  0.086
9 O -4.79889 0.10484 -6.60827  -0.146
10 O -4.67119 -1.11012 -11.81678  -0.141
11 O 4.41559 4.81019 8.10966  -0.149
12 O 1.54984 -2.09476 6.47040  -0.131
13 O -2.42980 0.57254 3.96607  0.009
14 O -6.10278 -3.42253 -3.61370  -0.144
15 O 0.10359 -4.73674 9.55105  -0.136
16 O 4.97808 2.62443 1.38827  -0.176
17 O -1.32787 -1.96308 -3.79524  -0.130
18 O -4.36882 1.02729 -9.40326  -0.138
19 O 0.66663 6.74382 -3.18638  -0.165
20 O -3.43148 0.94347 1.94042  0.095
21 O 8.91987 -2.50766 5.48281  -0.135
22 O -0.72428 -0.20238 -11.51337  -0.150
23 N -0.43758 2.87062 -3.87427  -0.021
24 N 0.07981 1.00727 2.24457  -0.101
25 N 1.81249 2.66660 0.92972  0.052
26 C 1.27096 -3.40490 5.99845  -0.139
27 C -1.63921 -3.34100 3.10590  -0.037
28 C 5.30410 2.32303 5.61400  -0.063
29 C 1.16050 1.57642 3.09340  -0.232
30 C -2.54219 -5.50537 -0.36272  -0.381
31 C 5.22387 4.37141 9.19323  -0.160
32 C 3.21426 0.82302 4.66948  -0.175
33 C 6.31379 1.14811 5.36132  -0.050
34 C -6.90270 -4.27075 -4.42273  -0.159
35 C 0.41256 3.81113 -3.07931  -0.271
36 C -2.06167 -4.35881 0.64869  -0.033
37 C 1.44481 2.93900 -2.15277  -0.193
38 C -5.68121 1.24274 -9.90418  -0.142
39 C -1.08369 1.91677 2.08983  -0.035
40 C 3.78389 2.13377 5.26219  -0.035
41 C 5.77034 -0.20299 4.77343  -0.040
42 C -0.17421 -6.04642 9.07838  -0.169
43 C 1.69746 0.56118 4.25888  -0.126
44 C -2.14894 -4.51441 2.20328  0.036
45 C -3.80025 0.44393 4.40099  -0.357
46 C 2.40162 2.24661 2.25072  -0.100
47 C 1.29802 1.50497 0.10696  -0.582
48 C 4.25181 -0.34242 4.45222  -0.011
49 C -5.89446 -0.65541 -6.11805  -0.139
50 C -3.42025 -0.75762 -12.39317  -0.153
51 C 0.53553 0.37011 0.99383  -0.500
52 C 7.83673 -3.28265 5.97590  -0.173
53 C -0.54290 -0.50738 0.19932  -0.357
54 C -1.08646 -2.01271 2.50535  -0.009
55 C 5.98257 3.24300 2.18569  -0.120
56 C 0.60228 7.37471 -4.45912  -0.144
57 C -1.03984 -1.82667 0.97368  -0.078
58 C -4.54759 -0.99379 4.41684  0.012
59 C -2.64076 -1.74761 -4.29528  -0.144
60 C 0.07639 -0.64477 -10.42766  -0.150
61 C -1.51515 -3.02103 0.09531  0.084
62 C -2.39215 1.10822 2.62063  -0.286
63 C 0.47692 2.12521 -1.11529  -0.177
64 H -2.88066 -0.68265 -4.24936  0.079
65 H -0.05217 1.33997 -1.77416  0.121
66 H 5.55756 3.48833 3.15890  0.060
67 H -1.72035 -3.50458 4.23471  0.093
68 H 3.09055 3.01842 5.44382  0.096
69 H -1.30304 2.23659 0.99916  0.134
70 H -6.95670 -5.26539 -3.97337  0.078
71 H -0.30747 -0.22820 -9.49260  0.075
72 H 2.16412 -3.80460 5.51723  0.083
73 H 0.10553 2.00653 -4.04383  0.071
74 H 2.01759 2.25080 -2.85600  0.103
75 H -4.07615 -1.70744 3.65917  0.069
76 H -0.67084 0.76180 -11.53223  0.088
77 H -5.66784 -0.89590 4.19135  0.107
78 H -6.29557 -0.16643 -5.23019  0.087
79 H 6.81998 2.55550 2.32076  0.087
80 H 1.11160 -0.32863 -10.57946  0.075
81 H -6.46983 -4.33685 -5.42430  0.075
82 H -4.71923 -0.67585 -10.95542  0.024
83 H 5.19122 3.28255 9.23785  0.079
84 H 6.45533 -1.10014 4.54994  0.080
85 H -1.31863 -1.65815 -2.87890  0.031
86 H -2.68364 -2.08273 -5.33176  0.085
87 H -0.99050 -6.00849 8.35200  0.073
88 H -0.42237 7.33952 -4.83661  0.083
89 H 3.87408 -1.32104 4.01158  0.087
90 H -6.67278 -0.71169 -6.88331  0.078
91 H -3.33620 -1.23444 -13.37057  0.084
92 H -4.43244 -1.47083 5.45311  0.096
93 H 5.37996 2.41733 0.53378  0.084
94 H 1.51118 -0.53611 4.00809  0.078
95 H 0.77041 2.47211 3.71779  0.156
96 H -2.58292 -5.48903 2.60054  0.109
97 H 3.24238 1.51302 2.03252  0.101
98 H -0.21660 4.53440 -2.44319  0.114
99 H -3.35842 -2.31855 -3.70049  0.066
100 H 0.93256 8.41256 -4.37324  0.079
101 H -7.90665 -3.85115 -4.49042  0.081
102 H 2.78356 3.17253 2.81126  0.148
103 H 0.99489 -4.04689 6.83871  0.069
104 H 9.26069 -2.95876 4.69990  0.078
105 H 7.05747 -3.35220 5.21189  0.064
106 H -5.92283 2.30730 -9.85897  0.086
107 H 1.06460 3.35427 1.12475  0.182
108 H 1.02565 4.42635 -3.83015  0.108
109 H 1.06729 0.77431 5.20734  0.131
110 H 5.71353 3.31296 6.03012  0.092
111 H 7.43006 -2.79638 6.86292  0.083
112 H 0.45441 -3.36703 5.27197  0.050
113 H 4.84000 4.78300 10.12974  0.078
114 H -5.72207 0.90793 -10.94063  0.075
115 H 0.74458 -1.76653 6.89066  0.079
116 H 1.25883 6.84347 -5.14867  0.080
117 H -0.33823 2.88221 -0.82424  0.124
118 H -5.22247 -3.81753 -3.57184  0.058
119 H -3.36406 0.32778 -12.51386  0.078
120 H -1.45610 -2.91616 -1.04382  0.111
121 H 6.32632 4.15929 1.69944  0.084
122 H 6.25599 4.69593 9.03871  0.077
123 H 7.42805 1.24601 5.57716  0.093
124 H 4.46155 5.77463 8.09244  0.076
125 H 8.18901 -4.28232 6.24155  0.078
126 H 0.07813 7.23255 -2.59674  0.081
127 H -4.36084 1.33299 -8.48394  0.062
128 H 2.56313 3.19671 0.42740  0.162
129 H -0.70202 -4.40938 9.97089  0.077
130 H -0.72465 -1.20015 3.21122  0.081
131 H -0.45053 -6.69040 9.91667  0.078
132 H -1.26072 2.57175 -3.33194  0.064
133 H -5.55417 -1.66002 -5.85558  0.064
134 H -1.06360 2.87900 2.69578  0.150
135 H -6.39981 0.67125 -9.31076  0.081
136 H -4.46443 -0.35144 -7.39293  0.068
137 H 0.03525 -1.73337 -10.38108  0.081
138 H -2.61136 -1.10295 -11.75287  0.054
139 H 0.71907 -6.44531 8.59702  0.078
140 H 2.09297 3.72066 -1.61749  0.107

Calculated values
Charge ... +1
Gap between HOMO and LUMO ... 7.63 eV
Max |F| ... 5.68 eV/Å
HOMO level ... -10.6 eV
E ... -114446.5892 eV